# 1
# C2H12NSi2

A 2-piece molecular cluster, C2H12NSi2 overall (ωB97M-V/def2-TZVPD, OMol25).

The geometry in XYZ format:
```
17
Properties=species:S:1:pos:R:3:forces:R:3
C -1.109 0.800 0.416 -0.385 1.388 0.817
C 0.310 0.379 -1.437 0.745 2.928 -1.148
N -0.007 -0.047 -0.086 0.370 -0.163 -0.475
Si -0.641 -1.746 0.006 0.709 -1.106 4.880
Si 1.592 0.475 0.898 -4.412 1.326 2.381
H -0.601 1.713 0.700 -0.426 1.110 -0.842
H -2.058 0.960 -0.217 1.800 -0.559 0.826
H -1.279 0.519 1.441 -1.019 -0.927 0.282
H 1.078 -0.173 -1.954 0.622 -0.192 0.342
H -0.523 0.327 -2.061 -1.730 -0.425 -1.038
H 0.504 1.527 -1.457 0.160 -1.986 0.149
H -0.015 -2.159 1.804 -1.348 0.854 -2.997
H -2.114 -1.870 -0.120 0.405 0.432 -0.137
H 0.132 -2.699 -0.670 0.763 -0.583 -1.271
H 0.736 0.441 2.262 1.753 0.082 -1.327
H 1.857 1.838 0.406 0.035 -0.198 0.045
H 2.488 -0.492 0.599 1.958 -1.981 -0.486
```
Positions in Å, forces in eV/Å.

Computed properties:
Energy relative to the best compared isomer or geometry (same formula, charge and spin)   2.7447 eV
Net charge   +1
HOMO energy   -14.61 eV
Gap between HOMO and LUMO   0.3963 hartree



# 2
# C2H12O3S

A 4-piece molecular cluster, C2H12O3S overall (ωB97M-V/def2-TZVPD, OMol25).

The geometry in XYZ format:
```
18
Properties=species:S:1:pos:R:3:forces:R:3
C 1.610 -0.264 2.860 -0.852 0.430 0.669
C 0.141 -0.548 3.229 0.017 -0.159 -1.027
S -0.978 -0.510 1.765 0.121 -0.082 -0.040
H 1.652 0.416 2.008 0.132 -0.279 -0.111
H 2.147 -1.187 2.711 0.258 -0.117 -0.343
H 2.057 0.280 3.691 0.242 -0.162 0.083
H -0.009 -1.512 3.727 0.168 0.373 0.079
H -0.262 0.267 3.804 -0.090 0.112 0.584
H -0.111 -0.986 0.862 -0.010 -0.122 0.043
O -0.293 -1.253 -2.918 -0.322 0.386 0.183
H 0.534 -1.037 -2.480 -0.001 -0.019 0.078
H -0.972 -0.681 -2.502 0.261 -0.389 -0.270
O -2.414 0.427 -1.562 -0.056 -0.279 -0.557
H -2.885 -0.002 -0.838 0.345 0.231 0.124
H -1.679 0.940 -1.220 -0.167 0.116 0.479
O 0.472 2.151 -4.138 0.165 0.425 0.637
H 0.047 2.177 -4.997 0.154 -0.492 -0.058
H 0.944 1.322 -4.001 -0.366 0.027 -0.553
```
Positions in Å, forces in eV/Å.

Computed properties:
Energy relative to the best compared isomer or geometry (same formula, charge and spin)   0.5961 eV
Structure (SMILES)   CCS.O.O.O
HOMO energy   -9.38 eV
Gap between HOMO and LUMO   0.3628 hartree



# 3
# CH3ClP5

An isolated ion of composition CH3ClP5 and charge +1 (ωB97M-V/def2-TZVPD, OMol25).

The geometry in XYZ format:
```
10
Properties=species:S:1:pos:R:3:forces:R:3
C 1.838 -0.396 0.473 -0.015 2.538 0.457
P -2.052 1.410 -0.716 -3.944 -1.450 0.318
P -2.959 -0.909 -0.378 1.085 0.345 -0.188
P -1.170 -0.899 -1.646 -0.075 -0.070 1.248
P -1.873 0.191 1.233 0.558 -0.826 -0.677
P -0.043 -0.804 0.236 0.270 -0.369 0.197
Cl -0.373 2.224 -0.825 4.033 2.061 -0.473
H 2.002 -0.275 1.641 -0.321 -0.676 -2.450
H 2.166 0.634 0.013 -0.805 -1.928 0.809
H 2.465 -1.175 -0.030 -0.787 0.375 0.759
```
Positions in Å, forces in eV/Å.

Computed properties:
Energy relative to the best compared isomer or geometry (same formula, charge and spin)   3.4866 eV
Net charge   +1
HOMO energy (alpha / beta)   -12.58 / -12.60 eV
Gap between HOMO and LUMO (alpha / beta)   0.2209 / 0.2259 hartree



# 4
# C10H11IO3

A single C10H11IO3 molecule (ωB97M-V/def2-TZVPD, OMol25).

The geometry in XYZ format:
```
25
Properties=species:S:1:pos:R:3:forces:R:3
C 1.359 2.673 -0.865 4.091 0.770 -0.983
O 1.203 1.272 -0.991 -0.506 -1.149 1.240
C 0.895 0.616 0.227 0.717 1.678 2.373
O 0.148 1.473 1.108 -2.844 -0.870 -1.212
C -1.365 1.493 0.805 2.790 -2.130 0.680
C 2.218 0.605 1.210 0.115 0.274 -1.203
O 2.410 1.075 2.272 -0.405 -0.438 -0.549
I 3.758 -0.314 0.026 0.843 -0.304 0.022
C 0.476 -0.849 0.079 -0.520 0.178 1.429
C 0.312 -1.632 1.261 0.706 -0.645 -1.822
C 0.007 -2.979 1.140 -0.907 -0.482 -1.590
C -0.403 -3.505 -0.103 0.823 1.058 -1.214
C -0.290 -2.728 -1.279 0.567 0.460 3.044
C 0.230 -1.436 -1.131 -1.434 1.555 -3.016
H 2.051 3.035 -1.744 -0.961 -1.023 1.706
H 1.795 3.071 0.097 -0.371 -0.876 -0.890
H 0.495 3.180 -1.061 -2.694 1.107 -0.155
H -1.803 2.367 1.214 -0.077 0.709 0.630
H -1.768 0.537 1.231 0.106 1.051 -0.468
H -1.411 1.513 -0.257 -0.506 -0.083 -0.947
H 0.605 -1.284 2.204 0.232 0.812 1.237
H 0.015 -3.740 1.897 0.046 0.461 0.908
H -0.713 -4.530 -0.210 -0.127 -0.226 0.244
H -0.624 -3.064 -2.212 -0.254 -0.542 -1.167
H 0.184 -0.740 -2.063 0.572 -1.345 1.704
```
Positions in Å, forces in eV/Å.

Computed properties:
Energy relative to the best compared isomer or geometry (same formula, charge and spin)   0.0000 eV
Structure (SMILES)   COC(OC)(C(=O)I)c1ccccc1
HOMO energy   -9.05 eV
Gap between HOMO and LUMO   0.3524 hartree



# 5
# C46H73F3N4O6

A 10-piece molecular cluster, C46H73F3N4O6 overall (ωB97M-V/def2-TZVPD, OMol25).

The geometry in XYZ format:
```
132
Properties=species:S:1:pos:R:3:forces:R:3
F -6.602 0.109 1.960 0.218 0.459 -0.604
C -5.993 -0.547 0.941 0.471 -0.043 0.040
C -5.435 0.095 -0.170 -1.017 0.742 0.704
C -4.823 -0.598 -1.197 0.107 -0.137 0.467
C -4.751 -1.957 -1.044 -1.073 -1.640 0.655
C -5.329 -2.616 0.084 1.040 1.551 -1.693
C -5.909 -1.919 1.102 -0.128 -0.049 0.364
H -5.544 1.148 -0.341 -0.070 0.449 0.535
H -4.423 -0.028 -2.039 -0.128 -0.452 0.166
H -4.451 -2.631 -1.816 0.669 -0.011 -0.598
H -5.306 -3.663 0.082 0.089 -1.373 0.182
H -6.276 -2.448 1.986 -0.085 0.477 -0.280
F 1.161 -0.331 -3.870 0.137 -0.202 -0.145
C 0.143 -0.283 -4.761 -2.191 1.133 1.830
C 0.292 -0.777 -6.012 0.351 0.800 -0.415
C -0.692 -0.531 -6.952 -1.230 0.085 0.872
C -1.880 0.015 -6.487 -1.432 0.278 -1.586
C -2.115 0.408 -5.176 0.766 0.247 0.715
C -1.077 0.324 -4.291 2.722 -1.297 -0.199
H 1.245 -1.105 -6.294 1.236 -0.790 -0.387
H -0.589 -0.779 -7.996 0.123 -0.095 -0.021
H -2.687 0.184 -7.215 0.377 -0.140 0.308
H -2.995 0.857 -4.743 -0.548 -0.022 -0.753
H -1.072 0.671 -3.262 -0.305 0.026 -0.160
F 1.541 0.622 -0.140 1.307 -0.369 -0.920
C 0.483 0.601 0.632 -2.612 0.898 1.883
C -0.784 0.319 0.092 1.225 -0.139 0.207
C -1.889 0.402 0.935 -0.541 -0.856 -0.957
C -1.796 0.870 2.241 -0.138 -0.593 -1.002
C -0.559 1.167 2.769 0.673 -0.349 0.219
C 0.589 0.989 1.974 0.002 0.059 -0.069
H -0.774 0.000 -0.955 -0.514 0.089 0.382
H -2.859 -0.004 0.575 0.715 0.716 0.187
H -2.740 0.926 2.737 -0.176 0.224 0.830
H -0.469 1.458 3.825 0.152 0.073 -0.588
H 1.572 1.178 2.394 -0.118 0.052 -0.079
C -4.372 -2.036 4.649 -0.019 -0.013 -0.648
C -3.763 -1.599 5.939 0.417 0.086 0.834
C -2.823 -0.399 5.928 -0.680 0.563 0.433
C -3.491 0.871 5.570 0.333 -0.201 -0.611
N -3.949 1.864 5.213 -0.029 -0.234 0.202
H -3.606 -2.139 3.856 -0.432 0.078 0.259
H -5.179 -1.383 4.325 0.013 0.024 -0.232
H -4.765 -3.020 4.884 -0.352 -0.193 -0.513
H -3.197 -2.480 6.254 0.149 0.349 0.552
H -4.534 -1.374 6.688 0.084 -0.357 -0.136
H -1.959 -0.553 5.308 0.347 0.033 -0.589
H -2.451 -0.236 6.931 0.209 -0.089 0.335
C 3.806 2.029 -3.175 -0.344 0.825 -0.117
C 4.590 0.771 -2.966 -0.435 -0.225 0.973
C 6.040 1.066 -2.629 0.947 -0.436 0.696
C 6.221 1.794 -1.337 -0.548 -0.602 -0.886
N 6.278 2.360 -0.343 0.122 0.146 0.279
H 4.287 2.569 -4.002 -0.314 0.123 0.110
H 3.759 2.710 -2.309 0.201 -0.395 -0.161
H 2.782 1.796 -3.452 -0.163 0.057 -0.130
H 4.518 0.194 -3.876 0.335 -0.290 -0.364
H 4.154 0.115 -2.180 0.310 0.583 -0.301
H 6.572 1.658 -3.385 -0.308 -0.186 -0.028
H 6.550 0.094 -2.538 0.161 0.410 0.046
C 2.967 3.435 0.818 1.876 -0.694 1.469
C 3.914 4.243 1.802 -0.376 -0.572 -1.453
C 4.397 3.418 3.028 -1.344 0.907 0.190
C 3.079 3.184 3.766 3.642 0.426 -0.718
N 2.108 3.113 4.348 -1.780 -0.323 0.802
H 2.925 3.841 -0.165 0.242 0.526 -0.792
H 1.954 3.403 1.170 -0.499 -0.236 0.429
H 3.401 2.402 0.747 -0.621 0.758 -0.084
H 3.395 5.131 2.138 -0.323 0.082 0.458
H 4.731 4.677 1.235 0.473 -0.472 -0.046
H 5.117 4.065 3.591 -0.925 -0.649 0.056
H 4.897 2.456 2.854 -0.338 0.244 -0.354
C 3.305 -4.581 -3.182 -1.005 -0.285 -0.290
C 2.883 -3.134 -3.289 1.123 0.340 0.730
C 2.819 -2.383 -1.925 -0.742 -0.393 -0.992
C 4.063 -2.470 -1.196 0.774 -0.143 0.650
N 5.052 -2.629 -0.623 -0.493 0.258 -0.364
H 3.435 -4.983 -4.178 0.224 -0.174 -0.240
H 2.503 -5.142 -2.740 -0.578 -0.413 0.274
H 4.155 -4.813 -2.583 0.948 0.293 0.321
H 1.896 -3.094 -3.716 -0.287 0.224 -0.362
H 3.628 -2.638 -3.930 -0.466 0.245 0.069
H 1.999 -2.767 -1.323 0.161 -0.464 0.243
H 2.505 -1.366 -2.111 0.330 0.491 0.012
C -0.881 -2.582 -1.594 -1.265 -1.454 -0.967
O -0.624 -3.776 -2.357 1.205 0.125 0.697
C -1.660 -4.665 -2.594 -1.555 0.363 0.311
C -2.292 -4.347 -3.937 -0.166 -0.358 -1.274
O -3.009 -3.113 -4.045 0.430 -0.802 3.882
C -3.461 -2.926 -5.273 0.138 -0.938 -4.998
H -1.613 -1.993 -2.152 0.230 0.458 0.005
H 0.088 -2.125 -1.523 0.028 0.479 0.394
H -1.373 -2.848 -0.650 0.506 0.176 0.202
H -2.434 -4.690 -1.748 0.863 0.226 -1.000
H -1.281 -5.700 -2.679 0.139 0.491 0.079
H -2.924 -5.222 -4.236 0.030 0.667 0.120
H -1.513 -4.241 -4.730 -0.017 -0.499 0.637
H -3.980 -1.991 -5.471 0.070 0.173 0.643
H -4.141 -3.756 -5.670 0.558 0.721 0.658
H -2.555 -2.952 -5.999 -1.256 0.191 0.604
C 1.439 -1.032 5.599 -1.291 -0.894 0.599
O 2.318 -1.435 4.603 0.328 -0.232 0.131
C 3.358 -0.499 4.552 1.658 -0.155 0.376
C 4.373 -0.909 3.499 -1.197 -0.425 -0.393
O 5.288 0.137 3.349 -0.336 0.126 0.336
C 6.401 -0.325 2.645 0.026 1.650 -2.254
H 1.275 0.013 5.583 -0.423 1.357 -0.404
H 1.773 -1.206 6.609 0.677 -0.466 0.503
H 0.474 -1.554 5.523 0.320 0.059 -0.351
H 3.965 -0.417 5.517 -1.094 -0.037 -0.750
H 2.933 0.471 4.303 0.150 0.353 0.059
H 3.836 -1.181 2.558 0.320 0.508 0.202
H 4.893 -1.824 3.763 0.120 -0.290 0.450
H 7.059 -0.927 3.238 0.311 -0.590 0.278
H 6.927 0.569 2.247 0.014 -0.413 0.616
H 6.047 -0.790 1.704 0.361 -0.515 0.503
C -5.353 3.658 1.201 0.520 1.071 -0.327
O -4.016 3.558 0.694 -0.564 0.236 0.756
C -3.062 4.032 1.653 0.136 0.086 -0.911
C -1.687 4.038 0.967 -0.266 -0.279 0.383
O -1.732 4.810 -0.210 0.823 0.651 -0.066
C -0.400 5.106 -0.707 -1.864 -0.268 -0.327
H -5.431 3.293 2.213 0.130 -0.070 0.589
H -5.992 3.034 0.611 -0.285 -0.259 -0.556
H -5.746 4.712 1.154 0.460 -0.795 0.075
H -3.059 3.360 2.510 0.181 -0.091 0.186
H -3.327 5.036 2.029 0.021 -0.145 -0.335
H -1.403 2.986 0.731 0.021 0.656 0.197
H -0.952 4.505 1.654 -0.206 -0.497 -0.016
H -0.531 5.953 -1.388 0.201 -0.019 0.273
H -0.103 4.253 -1.316 0.590 -0.126 0.167
H 0.286 5.336 0.109 0.123 -0.042 -0.082
```
Positions in Å, forces in eV/Å.

Computed properties:
Structure (SMILES)   Fc1ccccc1.Fc1ccccc1.Fc1ccccc1.CCCC#N.CCCC#N.CCCC#N.CCCC#N.COCCOC.COCCOC.COCCOC
HOMO energy   -9.03 eV
Gap between HOMO and LUMO   0.3519 hartree



# 6
# C4H7NO2

A single C4H7NO2 molecule (ωB97M-V/def2-TZVPD, OMol25).

The geometry in XYZ format:
```
14
Properties=species:S:1:pos:R:3:forces:R:3
C 1.431 0.832 0.647 0.029 0.019 0.031
C 0.232 0.007 0.279 -0.183 -0.154 0.177
N -0.571 -0.509 1.128 0.257 0.118 -0.543
O -0.210 -0.196 2.428 -0.075 -0.048 0.347
C -0.056 -0.329 -1.148 0.110 -0.191 0.119
C -1.427 -0.481 -1.622 -0.219 -0.225 0.032
O -0.664 0.673 -1.956 0.047 0.239 -0.055
H 2.044 0.292 1.375 -0.068 0.079 -0.113
H 2.034 1.075 -0.231 -0.139 -0.060 0.101
H 1.120 1.765 1.129 0.013 -0.140 -0.084
H -0.851 -0.698 2.948 0.120 0.151 -0.043
H 0.741 -0.876 -1.656 -0.114 0.088 0.067
H -1.640 -1.167 -2.440 0.071 0.169 0.067
H -2.242 -0.307 -0.922 0.150 -0.044 -0.102
```
Positions in Å, forces in eV/Å.

Computed properties:
Energy relative to the best compared isomer or geometry (same formula, charge and spin)   3.5628 eV
Structure (SMILES)   C/C(=N\O)[C@H]1CO1
HOMO energy   -9.88 eV
Gap between HOMO and LUMO   0.3984 hartree



no.,maximum force (eV/Å)
1,5.19
2,1.17
3,4.55
4,4.28
5,5.09
6,0.61